{"formula": "C55H114N15O2", "method": "the ωB97M-V functional and the def2-TZVPD basis", "total_charge": 9, "homo_ev": -24.5, "lumo_energy_ev": -17.72, "gap_ev": 6.7664, "elements": ["C", "C", "N", "C", "C", "N", "C", "C", "H", "H", "H", "H", "H", "H", "H", "H", "H", "H", "H", "C", "C", "N", "C", "C", "N", "C", "C", "H", "H", "H", "H", "H", "H", "H", "H", "H", "H", "H", "C", "C", "N", "C", "C", "N", "C", "C", "H", "H", "H", "H", "H", "H", "H", "H", "H", "H", "H", "C", "C", "N", "C", "C", "N", "C", "C", "H", "H", "H", "H", "H", "H", "H", "H", "H", "H", "H", "C", "C", "N", "C", "C", "N", "C", "C", "H", "H", "H", "H", "H", "H", "H", "H", "H", "H", "H", "C", "C", "N", "C", "C", "N", "C", "C", "H", "H", "H", "H", "H", "H", "H", "H", "H", "H", "H", "C", "C", "C", "C", "N", "C", "C", "C", "C", "C", "H", "H", "H", "H", "H", "H", "H", "H", "H", "H", "H", "H", "H", "H", "H", "H", "H", "H", "H", "H", "C", "N", "C", "C", "C", "C", "O", "H", "H", "H", "H", "H", "H", "H", "H", "H", "H", "H", "H", "H", "H", "C", "N", "C", "C", "C", "C", "O", "H", "H", "H", "H", "H", "H", "H", "H", "H", "H", "H", "H", "H", "H"], "xyz": [[18.85311, 35.75083, 12.11978], [18.11478, 36.54249, 10.92728], [17.27987, 37.66766, 11.32335], [16.04694, 37.85597, 10.88540], [15.45842, 39.05201, 11.37827], [16.37081, 39.53155, 12.31369], [17.43768, 38.62337, 12.35525], [16.12083, 40.72041, 13.18156], [18.21126, 34.91653, 12.40277], [19.01852, 36.41875, 12.96512], [19.78270, 35.25998, 11.83165], [17.63572, 35.80963, 10.27803], [18.85198, 36.91009, 10.21348], [15.54048, 37.16643, 10.22629], [14.54158, 39.48680, 11.00846], [18.26026, 38.69211, 13.05170], [16.52972, 40.63831, 14.18862], [15.06746, 40.75278, 13.45989], [16.27233, 41.60639, 12.56498], [16.94243, 21.86118, 7.98010], [16.30057, 22.94340, 8.85973], [16.23706, 24.20742, 8.07179], [15.94693, 24.41286, 6.75767], [15.68475, 25.81578, 6.57013], [15.94965, 26.45823, 7.79669], [16.23545, 25.47271, 8.68601], [15.78815, 27.87799, 8.15072], [17.14949, 20.93081, 8.50890], [17.97575, 22.02694, 7.67535], [16.37027, 21.71658, 7.06367], [16.81627, 23.18355, 9.78951], [15.24247, 22.69777, 8.95025], [15.93542, 23.67405, 5.97000], [15.53766, 26.45790, 5.71430], [16.39306, 25.56241, 9.75068], [15.76188, 27.93708, 9.23880], [14.92441, 28.26851, 7.61261], [16.63876, 28.49157, 7.85393], [28.75252, 34.99295, 4.90595], [28.20878, 36.39848, 4.78794], [26.73762, 36.40393, 4.93584], [25.89680, 36.71335, 3.82457], [24.60311, 36.68944, 4.40256], [24.66134, 36.18630, 5.70217], [25.95689, 35.91888, 5.97107], [23.50758, 35.77414, 6.51540], [29.82098, 34.98482, 5.12144], [28.81686, 34.41646, 3.98311], [28.26836, 34.36055, 5.65010], [28.39212, 36.77827, 3.78283], [28.51822, 37.09133, 5.57045], [26.16992, 36.95868, 2.80888], [23.62443, 37.03201, 4.10052], [26.38339, 35.40572, 6.82028], [23.38035, 34.69397, 6.58722], [22.53630, 35.99021, 6.07039], [23.69598, 36.13723, 7.52573], [14.27020, 33.24776, 13.10967], [14.63741, 32.39228, 14.25129], [15.49490, 31.23941, 13.99654], [15.23398, 30.13880, 13.15080], [16.30436, 29.22163, 13.31383], [17.20741, 29.74777, 14.15560], [16.66360, 30.93372, 14.63296], [18.46311, 29.11459, 14.62527], [13.45875, 33.95235, 13.29190], [13.84268, 32.57381, 12.36729], [15.01153, 33.89428, 12.64005], [13.70116, 31.99093, 14.63916], [15.08696, 33.06465, 14.98200], [14.33513, 30.05518, 12.55794], [16.49015, 28.21872, 12.95880], [17.12546, 31.43405, 15.47126], [19.31140, 29.28114, 13.96138], [18.19408, 28.05892, 14.58934], [18.59407, 29.50196, 15.63567], [17.16165, 30.70780, 9.98283], [18.11164, 31.91899, 10.27692], [19.13821, 32.22016, 9.28989], [20.24071, 32.98497, 9.62108], [21.29494, 32.79448, 8.62108], [20.60981, 32.09149, 7.59454], [19.32465, 31.70615, 8.05162], [21.17214, 31.71817, 6.31487], [17.65492, 29.74438, 10.11170], [16.82915, 30.78878, 8.94795], [16.25022, 30.64961, 10.57782], [18.46906, 31.89194, 11.30630], [17.55026, 32.85330, 10.27385], [20.17783, 33.56649, 10.52898], [22.27491, 33.19598, 8.40929], [18.72264, 30.97164, 7.53734], [22.08938, 32.28566, 6.15766], [20.46857, 31.64838, 5.48528], [21.39637, 30.66895, 6.50711], [26.31709, 28.08631, 9.51543], [25.37213, 27.12273, 8.85735], [24.00762, 27.22801, 9.31134], [23.36636, 26.29966, 10.20860], [22.04488, 26.66467, 10.40248], [21.86110, 27.90121, 9.65479], [23.05166, 28.29070, 9.05034], [20.64040, 28.64567, 9.69967], [26.71963, 27.65838, 10.43354], [25.87542, 29.03007, 9.83535], [27.13806, 28.34230, 8.84567], [25.68588, 26.08381, 8.95888], [25.35586, 27.19334, 7.76976], [23.88298, 25.37725, 10.42918], [21.08316, 26.31871, 10.75149], [23.21686, 29.20170, 8.49429], [20.78068, 29.48052, 9.01306], [20.45103, 29.08870, 10.67740], [19.86888, 28.03720, 9.22782], [23.35390, 30.59294, 11.80415], [24.23904, 31.79505, 12.21429], [23.78957, 33.18405, 11.58053], [24.56579, 34.38960, 12.20268], [24.13691, 35.81393, 11.59500], [24.59640, 36.81898, 12.55716], [23.48653, 37.13243, 13.51329], [22.23293, 36.54632, 12.85675], [22.67356, 36.08957, 11.47515], [24.84368, 35.91151, 10.18912], [22.35974, 30.52260, 12.24551], [23.76773, 29.60763, 12.01864], [23.27210, 30.61871, 10.71753], [25.29438, 31.58989, 12.03465], [24.21907, 31.79968, 13.30410], [22.72965, 33.33262, 11.78696], [23.79771, 33.20575, 10.49078], [25.62451, 34.36618, 11.94448], [24.39199, 34.43211, 13.27790], [24.74592, 37.79192, 12.08906], [25.50384, 36.57185, 13.10814], [23.40290, 38.20173, 13.70748], [23.77523, 36.78200, 14.50423], [21.44318, 37.29297, 12.77369], [21.83515, 35.58772, 13.18986], [22.62282, 36.88345, 10.72998], [22.23153, 35.24888, 10.94041], [25.89211, 35.78292, 10.45812], [24.72441, 36.85982, 9.66510], [24.52277, 35.10484, 9.53004], [18.26473, 31.99742, 4.32581], [17.04541, 31.42616, 3.66676], [17.18991, 32.08688, 2.24597], [16.96762, 29.95175, 3.34660], [15.73663, 31.73447, 4.39536], [15.76039, 31.43835, 5.89374], [16.48071, 32.34578, 6.70453], [18.40059, 31.33543, 5.18104], [17.94664, 33.03936, 4.36147], [19.17206, 31.77213, 3.76536], [17.07947, 33.15888, 2.40943], [16.34339, 31.78412, 1.62966], [18.08819, 31.73340, 1.73977], [16.06086, 29.73887, 2.78040], [17.00569, 29.27859, 4.20305], [17.79522, 29.62569, 2.71662], [14.85035, 31.28895, 3.94358], [15.56971, 32.79916, 4.23204], [16.37156, 30.54376, 6.01323], [14.80159, 31.23772, 6.37181], [15.81828, 32.91696, 7.10018], [11.60652, 29.07866, 7.91600], [11.26774, 29.15962, 9.38975], [10.06364, 28.26483, 9.79623], [12.48726, 28.53285, 10.15076], [11.10694, 30.56496, 9.94667], [12.06968, 31.60729, 9.27725], [13.45857, 31.24148, 9.46103], [12.50422, 29.56310, 7.53187], [10.76746, 29.48237, 7.34934], [11.63265, 28.02570, 7.63551], [10.02589, 27.25596, 9.38531], [9.24406, 28.84262, 9.36898], [10.05998, 28.30814, 10.88536], [13.33043, 29.04184, 9.68376], [12.54552, 27.47341, 9.90117], [12.31754, 28.78482, 11.19756], [11.30228, 30.37418, 11.00191], [10.06911, 30.82758, 9.74163], [11.70269, 32.55804, 9.66389], [11.74467, 31.63533, 8.23721], [13.94758, 32.05760, 9.33285]], "forces_ev_per_angstrom": [[-1.44, 0.62, -1.04], [2.42, -0.83, 0.54], [0.06, 1.17, 3.76], [-3.60, 2.23, -1.36], [2.45, -2.52, -0.34], [1.05, -2.92, -0.34], [-1.27, 1.20, -1.49], [-1.02, -0.07, 0.05], [-0.23, 0.23, 0.45], [0.11, -0.29, 0.00], [0.18, 0.57, -0.29], [-1.06, 0.30, 0.43], [0.34, 0.46, 0.34], [0.31, 0.15, -0.25], [0.02, 0.31, 0.58], [0.00, 0.13, -0.24], [1.06, 0.17, -0.55], [-0.31, -0.36, -0.56], [0.65, 0.07, 0.52], [0.95, -0.08, 0.20], [0.14, -0.71, -1.55], [-0.10, 4.38, 0.88], [-0.77, 3.14, -0.71], [1.49, -1.44, 1.21], [-0.14, -2.39, 0.16], [-0.04, -2.07, -1.16], [0.41, -0.61, -0.34], [-1.06, -0.17, 0.17], [0.07, 0.96, -0.09], [-0.14, -0.42, 0.30], [-0.21, -0.27, -0.04], [0.13, -0.20, 0.78], [-0.11, -0.21, 0.29], [-0.20, -0.58, -0.20], [-0.06, 0.21, -0.12], [-0.58, 0.12, -0.12], [-0.20, -0.04, 0.51], [0.27, -0.30, -0.29], [1.23, -0.81, -0.09], [-0.27, -0.50, 0.33], [-2.89, -1.66, -1.24], [-2.50, 0.14, 4.02], [0.95, -0.19, -0.60], [0.86, -0.63, -1.07], [1.49, 1.69, -1.75], [0.51, -0.42, 0.05], [0.02, 0.46, 0.55], [-0.84, 0.27, -0.34], [-0.05, 0.20, 0.15], [0.18, 0.35, 0.33], [0.62, -0.08, -0.28], [0.44, 0.26, 0.26], [0.27, -0.08, -0.64], [-0.17, 0.27, 0.08], [0.87, -0.44, -0.11], [0.37, 1.19, 0.04], [-0.65, 0.31, -0.14], [-0.74, 0.13, -2.35], [-0.64, 0.80, 1.66], [2.49, -2.58, -0.23], [1.72, -0.73, 0.80], [-1.98, 1.04, -1.07], [-1.37, 3.09, 1.20], [0.33, -0.88, -0.91], [-1.26, -0.21, 0.07], [-0.08, -0.26, 0.78], [0.02, 0.17, -0.63], [0.60, -0.40, 0.15], [0.15, 0.01, 0.42], [0.22, -0.71, 0.50], [0.10, 0.07, 0.16], [-0.42, 0.12, -0.33], [-0.20, 0.44, -0.14], [-0.18, 0.37, 0.10], [0.55, -0.09, 0.60], [0.51, -0.48, -0.06], [0.87, 0.55, -0.75], [-2.52, 0.34, 0.47], [2.31, -0.70, -1.56], [2.65, -0.83, -1.72], [-5.26, 0.02, 0.42], [-2.83, 0.45, 2.91], [3.11, 0.89, 0.08], [0.48, -1.78, 0.46], [0.27, 0.06, 0.00], [-0.06, -0.07, -0.13], [0.27, 0.59, 0.32], [0.82, -0.34, -0.33], [-0.67, -0.13, 0.09], [0.49, -0.17, -0.01], [-0.14, 0.13, 0.40], [-0.14, 0.36, 0.09], [-0.32, -0.08, -0.41], [0.14, 0.93, 0.28], [0.80, -0.16, -0.61], [0.65, 0.33, 0.63], [0.60, -0.40, -1.30], [-5.38, 1.95, 1.76], [-0.64, 1.15, -1.86], [0.98, 2.56, -2.34], [3.74, -1.17, 0.43], [0.52, -4.75, 2.14], [0.29, 0.78, -1.19], [0.19, -0.06, -0.10], [-0.40, 0.08, -0.28], [0.05, -0.23, 0.11], [-0.06, -0.01, 0.53], [-0.09, 0.51, -0.08], [0.00, 0.08, 0.34], [0.70, -0.78, 0.61], [0.10, -0.25, -0.01], [-0.05, 0.24, -0.03], [-0.28, -0.49, 0.08], [-0.38, 0.00, 0.65], [0.44, 0.10, -0.78], [-0.48, 0.11, 0.23], [0.18, -0.13, 1.24], [-1.09, 0.19, -1.39], [0.99, -1.63, -1.39], [1.23, 2.37, 0.38], [-0.46, -0.50, 1.32], [-0.68, -0.92, -0.67], [0.86, 0.96, -1.46], [0.28, -0.22, 1.67], [-0.13, 0.66, 0.09], [0.56, 0.21, 0.25], [-0.35, -0.07, -0.31], [-0.05, 0.02, -0.54], [-0.19, 0.67, 0.13], [-0.24, -0.11, 0.44], [0.66, -0.29, -0.18], [-0.04, -0.20, 0.45], [0.15, 0.12, -0.10], [0.58, -0.40, -0.86], [0.13, -0.39, -0.56], [-0.11, 0.03, -0.49], [-0.68, -0.58, 0.06], [-0.07, -0.26, 0.10], [-0.12, 0.40, 1.49], [0.01, 0.35, 0.11], [-0.40, -0.27, 0.65], [0.05, 0.06, -0.44], [-0.33, 0.20, 0.62], [-0.13, -0.12, 0.38], [-0.96, -1.93, 0.18], [-0.44, -1.27, -2.62], [-2.06, -0.01, 0.33], [0.94, -0.80, -0.17], [-0.09, 2.01, 0.18], [1.27, -1.21, -0.10], [-0.14, 0.78, 0.28], [-0.18, 1.05, 0.95], [1.07, 0.05, 1.01], [-0.40, 0.49, -0.74], [0.50, -0.01, -0.25], [-0.08, -0.08, 0.09], [0.11, 0.24, 0.49], [-0.01, 0.32, 0.12], [-0.15, 0.46, 0.41], [0.15, 0.38, -0.06], [0.53, -0.54, -0.40], [0.02, 0.24, 0.17], [-0.35, -0.66, -0.10], [-0.29, 0.02, -0.67], [0.17, 0.51, 0.00], [-1.66, -0.54, -0.41], [2.43, -2.05, 0.35], [-0.24, 2.06, -0.65], [-0.83, 0.89, -1.60], [0.77, -0.48, -0.87], [-2.00, -1.55, 0.45], [-0.83, 0.79, -0.10], [0.12, 0.19, 0.94], [-0.10, 0.13, 0.07], [0.10, -0.05, 0.21], [0.68, 0.14, -0.01], [-0.50, -0.42, 0.36], [-0.29, -0.25, -0.14], [0.20, -0.05, 0.68], [-0.30, 0.02, 0.39], [0.39, -0.53, -0.08], [-0.38, 0.85, 0.06], [0.08, 0.38, 0.25], [0.84, 0.26, 0.44], [0.59, -0.03, -0.32], [0.17, 0.11, 0.06]], "mulliken_charge": [-0.321, -0.462, 0.301, -0.165, -0.565, 0.125, -0.266, -0.834, 0.253, 0.472, -0.417, 0.256, 0.332, 0.385, 0.448, 0.409, 0.348, 0.368, 0.363, -1.280, -0.092, 0.158, -0.279, -0.497, 0.332, -0.483, -0.769, 0.394, 0.370, 0.375, 0.283, 0.287, 0.390, 0.482, 0.472, 0.239, 0.344, 0.290, -1.036, -0.256, 0.150, -0.407, -0.279, 0.180, -0.264, -0.905, 0.388, 0.336, 0.263, 0.272, 0.306, 0.437, 0.425, 0.417, 0.388, 0.359, 0.201, -0.570, -0.379, 0.320, -1.005, -0.680, 0.243, -0.219, -0.736, 0.434, -0.089, 0.139, 0.306, 0.312, 0.892, 0.573, 0.472, 0.259, 0.353, 0.355, -0.499, -0.381, 0.792, -0.453, -0.810, 0.445, -1.109, -0.291, 0.216, -0.095, 0.133, 0.514, 0.247, 0.640, 0.523, 0.665, 0.372, -0.300, 0.396, -0.882, -0.592, 0.239, -0.376, -0.387, 0.306, -0.518, -0.797, 0.348, 0.160, 0.372, 0.387, 0.387, 0.486, 0.481, 0.518, -0.136, 0.289, 0.681, -0.863, -1.147, 0.460, -0.992, 0.445, -0.508, -1.100, -0.274, -0.615, -1.137, 0.325, 0.505, 0.005, 0.501, 0.443, -0.028, 0.077, 0.425, 0.473, 0.393, 0.344, 0.392, 0.352, 0.315, 0.374, 0.597, 0.068, 0.447, 0.535, 0.254, -0.895, -0.273, -0.844, -0.933, -0.942, 0.212, -0.402, 0.095, 0.391, 0.614, 0.443, 0.432, 0.398, 0.489, 0.298, 0.426, 0.497, 0.357, -0.182, 0.492, 0.273, -0.903, -0.168, -0.764, -0.955, -0.550, -0.674, -0.070, 0.157, 0.445, 0.435, 0.364, 0.440, 0.384, 0.157, 0.466, 0.453, 0.354, 0.425, 0.479, 0.466, 0.075]}